No. 1
{"formula": "C11H23N5O3", "method": "ωB97M-V/def2-TZVPD", "spin_multiplicity": 1, "e_homo_ev": -8.43, "largest_force_ev_per_a": 2.12, "homo_lumo_gap_ha": 0.3290, "lumo_energy_ev": 0.52, "species": ["H", "N", "C", "N", "N", "C", "C", "C", "C", "N", "C", "O", "C", "N", "C", "C", "C", "C", "O", "O", "H", "H", "H", "H", "H", "H", "H", "H", "H", "H", "H", "H", "H", "H", "H", "H", "H", "H", "H", "H", "H", "H"], "coordinates": [[-1.177, -2.901, -0.831], [-2.118, -3.339, -0.734], [-2.900, -2.398, -0.325], [-4.276, -2.702, -0.193], [-2.511, -1.149, 0.132], [-3.425, 0.027, 0.027], [-3.046, 1.111, 1.034], [-1.534, 1.426, 1.189], [-0.897, 1.739, -0.195], [0.538, 1.568, -0.174], [1.093, 0.326, -0.256], [0.416, -0.713, -0.320], [2.639, 0.281, -0.394], [3.254, 1.548, 0.058], [3.215, -1.033, 0.205], [2.989, -2.242, -0.660], [4.680, -0.947, 0.526], [-1.116, 3.258, -0.564], [-0.256, 4.115, -0.592], [-2.386, 3.568, -0.841], [-4.627, -2.519, 0.737], [-4.318, -3.654, -0.463], [-1.570, -0.919, -0.110], [-4.480, -0.347, 0.232], [-3.373, 0.356, -1.037], [-3.582, 2.053, 0.809], [-3.437, 0.757, 2.049], [-1.347, 2.257, 1.891], [-1.080, 0.502, 1.540], [-1.310, 1.180, -1.038], [1.163, 2.378, -0.124], [2.810, 0.254, -1.479], [3.426, 1.546, 1.095], [4.186, 1.646, -0.334], [2.694, -1.142, 1.165], [1.969, -2.485, -0.924], [3.485, -1.999, -1.607], [3.435, -3.107, -0.237], [4.975, -1.989, 0.769], [5.249, -0.582, -0.356], [4.904, -0.289, 1.370], [-2.350, 4.560, -1.039]]}

No. 2
{"formula": "C5H10N", "method": "ωB97M-V/def2-TZVPD", "total_charge": 1, "spin_multiplicity": 1, "e_homo_ev": -14.38, "largest_force_ev_per_a": 3.91, "homo_lumo_gap_ha": 0.3272, "lumo_energy_ev": -5.48, "species": ["C", "N", "C", "C", "C", "C", "H", "H", "H", "H", "H", "H", "H", "H", "H", "H"], "coordinates": [[2.216, -0.155, -1.998], [1.025, -0.323, -1.461], [0.866, -0.243, -0.058], [-0.427, -0.240, 0.312], [-0.983, 0.083, 1.683], [-2.389, 0.635, 1.452], [3.119, 0.180, -1.410], [2.336, -0.209, -3.129], [0.223, -0.134, -2.166], [1.853, 0.127, 0.410], [-1.270, -0.431, -0.346], [-0.365, 0.878, 2.170], [-0.848, -0.850, 2.227], [-2.755, 1.126, 2.336], [-2.082, 1.264, 0.540], [-3.081, -0.173, 1.241]]}

No. 3
{"formula": "C12H20AsCl3FeS4Sb2Si", "method": "ωB97M-V/def2-TZVPD", "total_charge": -2, "s_squared": 6.0267, "spin_multiplicity": 5, "e_homo_ev": [-1.90, -1.90], "largest_force_ev_per_a": 0.10, "homo_lumo_gap_ha": [0.2328, 0.2326], "lumo_energy_ev": [4.43, 4.43], "species": ["Fe", "C", "Sb", "C", "C", "C", "C", "C", "C", "C", "C", "C", "Sb", "C", "C", "H", "H", "H", "H", "H", "H", "H", "H", "H", "H", "H", "H", "H", "H", "H", "H", "H", "H", "H", "H", "S", "As", "S", "S", "S", "Cl", "Si", "Cl", "Cl"], "coordinates": [[-0.492, -0.388, 0.774], [3.908, -1.228, 0.806], [2.593, 0.054, -0.303], [3.850, 0.123, -2.064], [3.294, 1.911, 0.618], [3.301, 3.075, -0.316], [4.405, 3.267, -1.151], [4.462, 4.295, -2.078], [3.393, 5.173, -2.184], [2.299, 5.009, -1.350], [2.225, 3.980, -0.408], [1.025, 3.880, 0.472], [-0.419, 2.361, -0.108], [-0.362, 2.962, -2.184], [-2.219, 3.423, 0.321], [4.937, -0.875, 0.718], [3.831, -2.243, 0.416], [3.595, -1.220, 1.848], [4.911, 0.178, -1.815], [3.575, 0.984, -2.673], [3.654, -0.785, -2.636], [4.302, 1.698, 0.977], [2.643, 2.046, 1.483], [5.236, 2.575, -1.068], [5.334, 4.406, -2.712], [3.412, 5.981, -2.905], [1.466, 5.701, -1.419], [0.466, 4.817, 0.457], [1.271, 3.646, 1.506], [-0.507, 4.042, -2.258], [-1.142, 2.443, -2.740], [0.602, 2.697, -2.619], [-2.094, 4.482, 0.084], [-2.437, 3.285, 1.377], [-3.023, 3.001, -0.283], [-1.251, -0.254, 5.451], [-0.827, 0.525, 3.546], [-2.386, -0.057, 2.037], [0.930, -0.519, 2.600], [-0.482, 2.622, 3.382], [-2.189, -2.570, -2.123], [-0.449, -1.559, -1.414], [0.043, -0.429, -3.174], [1.008, -3.125, -1.619]]}

Asked for energy relative to the best compared isomer or geometry (same formula, charge and spin) across the records above, the calculation gives 0.9 50.3 0.0 kcal per mole in order.